Record 1
Here is a molecular structure, C22H30F15O11Zr from the OMol25 dataset. Energies are from ωB97M-V with the def2-TZVPD basis set.

For the energy relative to the best compared isomer or geometry (same formula, charge and spin), the calculation gives 0.115 eV. The value obtained for the HOMO-LUMO gap is 1.1 eV. As for the charge: +3. The value obtained for the HOMO energy is -15.39 eV. The LUMO energy comes out at -14.29 eV.

```
79
C22H30F15O11Zr | the OMol25 dataset | ωB97M-V with the def2-TZVPD basis set
Zr 2.39 -7.10 -0.06
C -0.02 -0.79 3.83
C 0.41 -1.11 2.35
O 0.55 -2.52 2.10
H -0.77 -1.45 4.25
H -0.17 0.27 4.05
H 0.83 -1.08 4.45
H 1.38 -0.66 2.17
H -0.24 -0.58 1.66
C -5.72 -6.30 4.62
C -4.56 -6.89 3.77
O -4.25 -8.25 4.18
C -3.01 -8.82 3.97
O -2.08 -8.25 3.35
C -2.86 -10.19 4.62
F -3.75 -10.24 5.65
F -3.27 -11.12 3.73
F -1.64 -10.45 5.03
H -6.60 -6.93 4.69
H -5.91 -5.27 4.35
H -5.37 -6.15 5.65
H -3.74 -6.24 4.08
H -4.82 -6.74 2.72
C 0.03 2.36 -7.15
C -0.59 1.13 -6.38
O -1.12 0.19 -7.29
C -2.38 0.19 -7.59
O -3.24 0.93 -7.09
C -2.72 -0.76 -8.73
F -3.98 -0.57 -9.13
F -1.98 -0.64 -9.85
F -2.73 -2.01 -8.23
H -0.73 3.10 -7.39
H 0.36 2.04 -8.14
H 0.75 2.89 -6.52
H -1.32 1.43 -5.63
H 0.23 0.64 -5.86
C 2.61 8.01 4.80
C 3.57 8.56 3.74
O 2.92 8.72 2.51
C 3.53 9.23 1.44
O 4.70 9.67 1.38
C 2.60 9.18 0.21
F 2.72 10.20 -0.65
F 2.98 8.03 -0.41
F 1.36 9.13 0.55
H 3.06 7.85 5.78
H 2.22 7.06 4.42
H 1.73 8.60 5.02
H 4.32 7.77 3.61
H 4.11 9.44 4.10
C -5.24 4.90 1.29
C -5.87 5.10 -0.12
O -6.91 4.12 -0.34
C -8.14 4.27 0.12
O -8.49 5.18 0.90
C -9.08 3.21 -0.36
F -9.93 3.81 -1.28
F -8.40 2.22 -1.07
F -9.75 2.66 0.66
H -4.87 3.88 1.37
H -5.94 5.19 2.07
H -4.29 5.44 1.35
H -5.12 5.02 -0.91
H -6.34 6.08 -0.27
C 9.72 -6.80 -1.93
C 9.44 -5.41 -2.66
O 9.59 -4.31 -1.77
C 8.62 -4.00 -0.90
O 7.52 -4.55 -0.95
C 8.86 -2.66 -0.11
F 7.85 -1.90 -0.50
F 8.81 -2.91 1.18
F 9.97 -2.09 -0.49
H 9.21 -6.89 -0.97
H 10.78 -7.01 -1.79
H 9.53 -7.62 -2.63
H 8.48 -5.29 -3.15
H 10.15 -5.13 -3.43
```

Record 2
Here is a single C5H6O2 molecule from the OMol25 dataset. Energies are from ωB97M-V with the def2-TZVPD basis set.

For the energy relative to the best compared isomer or geometry (same formula, charge and spin), the calculation gives 2.131 eV. The value obtained for the HOMO-LUMO gap is 8.3 eV. Its SMILES is Cc1ccc(O)o1. As for the charge: 0. The value obtained for the HOMO energy is -7.65 eV. The LUMO energy comes out at 0.67 eV.

```
13
C5H6O2 | the OMol25 dataset | ωB97M-V with the def2-TZVPD basis set
C -2.01 -0.67 0.03
C -0.63 -0.09 -0.23
C -0.29 1.20 -0.04
C 1.05 1.17 -0.09
C 1.52 -0.11 0.04
O 2.77 -0.56 0.09
O 0.46 -1.00 -0.12
H -2.30 -1.28 -0.75
H -1.78 -1.28 0.91
H -2.75 0.16 0.46
H -0.78 2.13 0.13
H 1.85 1.82 -0.11
H 2.90 -1.49 -0.33
```

Record 3
Here is a molecular structure, C22H45HgO from the OMol25 dataset. Energies are from ωB97M-V with the def2-TZVPD basis set.

For the energy relative to the best compared isomer or geometry (same formula, charge and spin), the calculation gives 3.012 eV. The value obtained for the HOMO-LUMO gap is 2.5 eV. As for the charge: +1. The value obtained for the HOMO energy is -10.04 eV. The LUMO energy comes out at -7.52 eV.

```
69
C22H45HgO | the OMol25 dataset | ωB97M-V with the def2-TZVPD basis set
C 1.33 1.64 -2.08
C 1.85 3.11 -1.79
C 3.26 3.18 -1.02
C 3.09 3.33 0.57
C 2.23 2.10 1.06
C 2.50 1.63 2.54
C 1.61 0.31 2.78
C 2.45 -0.96 3.23
C 2.34 -2.20 2.25
C 2.80 -1.92 0.77
C 2.30 -3.05 -0.25
C 1.95 -2.43 -1.68
C 0.49 -2.85 -2.17
C -0.61 -2.01 -1.36
C -1.19 -2.79 -0.10
C -1.19 -1.85 1.19
C -2.66 -1.32 1.52
O -2.51 -0.59 2.71
C -3.22 -0.31 0.46
C -4.62 -0.86 -0.10
C -5.10 -0.05 -1.38
C -5.57 1.41 -0.96
C -4.56 2.57 -1.34
H 0.89 1.49 -3.10
H 2.17 0.91 -1.85
H 0.53 1.41 -1.31
H 1.08 3.66 -1.17
H 1.90 3.66 -2.80
H 3.78 4.13 -1.35
H 3.95 2.32 -1.27
H 2.63 4.33 0.83
H 4.14 3.27 0.99
H 2.51 1.23 0.37
H 1.15 2.33 0.84
H 3.57 1.34 2.71
H 2.21 2.42 3.28
H 0.83 0.60 3.53
H 1.06 0.08 1.81
H 2.03 -1.30 4.22
H 3.52 -0.68 3.43
H 1.31 -2.65 2.21
H 3.02 -3.01 2.66
H 2.41 -0.94 0.35
H 3.93 -1.87 0.77
H 3.18 -3.74 -0.40
H 1.46 -3.66 0.18
H 2.68 -2.86 -2.43
H 2.09 -1.31 -1.72
H 0.33 -3.96 -2.07
H 0.40 -2.60 -3.27
H -0.17 -1.01 -1.08
H -1.48 -1.81 -2.06
H -0.68 -3.78 0.09
H -2.26 -3.06 -0.35
H -0.78 -2.42 2.07
H -0.52 -0.95 1.05
H -2.11 0.27 2.48
H -3.45 0.69 0.93
H -2.52 -0.15 -0.41
H -5.41 -0.89 0.71
H -4.47 -1.93 -0.44
H -5.99 -0.56 -1.86
H -4.24 0.00 -2.10
H -5.82 1.46 0.14
H -6.53 1.61 -1.51
H -5.17 3.37 -1.86
H -3.76 2.25 -2.07
H -4.10 3.06 -0.44
Hg 3.75 3.16 -3.57
```

Record 4
Here is a molecular structure, C34H42N4O3PZr from the OMol25 dataset. Energies are from ωB97M-V with the def2-TZVPD basis set.

For the energy relative to the best compared isomer or geometry (same formula, charge and spin), the calculation gives 2.055 eV. The value obtained for the HOMO-LUMO gap is 7.1 eV. As for the charge: +3. The value obtained for the HOMO energy is -16.02 eV. The LUMO energy comes out at -8.90 eV.

```
85
C34H42N4O3PZr | the OMol25 dataset | ωB97M-V with the def2-TZVPD basis set
Zr -0.75 -0.38 0.57
C -1.76 2.57 -0.27
C -0.83 2.91 0.86
N 0.19 1.83 1.05
C 0.69 1.89 2.45
C -0.40 1.37 3.34
C -0.60 1.83 4.63
C -1.64 1.29 5.37
C -2.44 0.32 4.81
C -2.18 -0.10 3.51
C -2.95 -1.22 2.88
N -2.88 -1.16 1.40
C -3.96 -0.31 0.81
C -3.54 1.14 0.75
N -2.30 1.20 -0.06
N -1.18 0.42 2.78
H -1.24 2.58 -1.22
H -2.58 3.29 -0.33
H -1.38 3.01 1.79
H -0.32 3.86 0.68
H 0.97 2.05 0.43
H 0.97 2.91 2.72
H 1.59 1.28 2.53
H 0.05 2.60 5.03
H -1.82 1.64 6.38
H -3.26 -0.12 5.36
H -3.99 -1.22 3.22
H -2.51 -2.17 3.20
H -3.03 -2.10 1.05
H -4.88 -0.43 1.38
H -4.13 -0.67 -0.20
H -3.35 1.57 1.74
H -4.32 1.73 0.27
H -2.59 0.83 -0.99
O -1.53 -1.22 -1.02
C -2.12 -0.76 -2.09
C -1.23 -0.76 -3.26
C -1.80 -1.07 -4.50
C -1.03 -1.01 -5.65
C 0.27 -0.53 -5.58
C 0.82 -0.13 -4.37
C 0.10 -0.28 -3.19
P 0.83 0.33 -1.65
C 1.46 1.99 -1.99
C 0.74 2.84 -2.83
C 1.18 4.13 -3.06
C 2.34 4.59 -2.45
C 3.07 3.75 -1.62
C 2.64 2.45 -1.39
C 2.28 -0.65 -1.19
C 2.66 -0.61 0.15
C 3.78 -1.28 0.61
C 4.54 -2.02 -0.29
C 4.17 -2.08 -1.63
C 3.04 -1.39 -2.08
H -2.84 -1.37 -4.54
H -1.45 -1.30 -6.60
H 0.86 -0.43 -6.49
H 1.80 0.32 -4.35
H -0.15 2.49 -3.34
H 0.62 4.78 -3.72
H 2.69 5.59 -2.64
H 3.99 4.09 -1.17
H 3.24 1.79 -0.78
H 2.10 0.00 0.88
H 4.09 -1.21 1.65
H 5.43 -2.54 0.04
H 4.76 -2.65 -2.33
H 2.77 -1.46 -3.12
C 0.95 -1.72 3.28
O 0.00 -1.92 2.20
C -0.13 -3.35 1.90
C 0.84 -3.68 0.82
O 0.50 -2.82 -0.26
C 0.29 -3.51 -1.50
H 1.89 -2.21 3.03
H 0.53 -2.13 4.20
H 1.11 -0.66 3.39
H -1.15 -3.49 1.55
H 0.00 -3.91 2.83
H 0.78 -4.73 0.55
H 1.87 -3.47 1.12
H 1.19 -4.08 -1.75
H 0.12 -2.76 -2.27
H -0.57 -4.18 -1.43
```

Record 5
Here is a molecular structure, C58H47BrN2NiO5P3S from the OMol25 dataset. Energies are from ωB97M-V with the def2-TZVPD basis set.

The value obtained for the HOMO-LUMO gap (spin up / spin down) is 8.2 / 8.2 eV. As for the charge: +1. The value obtained for the HOMO energy (spin up / spin down) is -10.52 / -10.52 eV. The LUMO energy (spin up / spin down) comes out at -2.33 / -2.32 eV.

```
118
C58H47BrN2NiO5P3S | the OMol25 dataset | ωB97M-V with the def2-TZVPD basis set
Ni 0.05 -1.33 -0.34
O -2.76 -2.83 0.94
N -2.48 -1.87 0.00
C -3.35 -0.96 -0.13
C -3.33 0.16 -1.07
C -4.43 1.02 -1.01
C -4.51 2.14 -1.83
C -3.50 2.41 -2.72
C -2.41 1.55 -2.82
C -2.31 0.43 -2.01
P -0.96 -0.75 -2.19
C 0.21 -0.11 -3.40
C 0.48 -0.82 -4.58
C 1.49 -0.38 -5.43
C 2.22 0.75 -5.12
C 1.96 1.45 -3.94
C 0.97 1.01 -3.08
C -1.85 -2.11 -3.02
C -2.61 -1.82 -4.15
C -3.30 -2.82 -4.80
C -3.26 -4.12 -4.32
C -2.52 -4.41 -3.19
C -1.82 -3.41 -2.53
H -3.63 -2.66 1.33
H -4.24 -0.98 0.51
H -5.22 0.82 -0.31
H -5.38 2.79 -1.75
H -3.55 3.28 -3.37
H -1.63 1.76 -3.54
H -0.07 -1.71 -4.82
H 1.70 -0.93 -6.34
H 3.00 1.09 -5.79
H 2.56 2.32 -3.69
H 0.80 1.52 -2.14
H -2.65 -0.80 -4.53
H -3.88 -2.58 -5.69
H -3.81 -4.90 -4.83
H -2.49 -5.42 -2.80
H -1.24 -3.65 -1.65
O -0.11 1.16 -0.11
P 0.25 2.28 0.79
C 0.68 1.68 2.46
P -0.33 0.24 2.97
O -0.35 -0.80 1.91
C -1.98 0.84 3.40
C -2.19 2.05 4.06
C -3.48 2.44 4.39
C -4.56 1.63 4.07
C -4.34 0.42 3.42
C -3.05 0.03 3.09
C 0.40 -0.31 4.52
C -0.40 -0.55 5.64
C 0.16 -1.04 6.81
C 1.53 -1.30 6.87
C 2.33 -1.05 5.76
C 1.77 -0.56 4.59
C 1.65 3.27 0.22
C 1.49 3.92 -1.00
C 2.52 4.69 -1.53
C 3.72 4.81 -0.83
C 3.88 4.17 0.39
C 2.84 3.41 0.92
C -1.09 3.47 1.02
C -0.86 4.81 1.30
C -1.93 5.67 1.50
C -3.23 5.20 1.40
C -3.47 3.87 1.11
C -2.40 3.00 0.92
H 0.64 2.49 3.19
H 1.71 1.31 2.45
H -1.36 2.70 4.32
H -3.64 3.38 4.90
H -5.56 1.93 4.32
H -5.19 -0.22 3.18
H -2.86 -0.92 2.59
H -1.46 -0.36 5.60
H -0.46 -1.23 7.67
H 1.97 -1.68 7.78
H 3.40 -1.24 5.80
H 2.41 -0.38 3.74
H 0.56 3.84 -1.55
H 2.39 5.19 -2.48
H 4.52 5.41 -1.24
H 4.80 4.28 0.94
H 2.98 2.93 1.88
H 0.15 5.19 1.37
H -1.74 6.72 1.72
H -4.06 5.88 1.55
H -4.48 3.50 1.03
H -2.58 1.96 0.69
S 2.66 -3.94 2.58
C 1.40 -3.45 1.51
N 1.53 -2.29 0.97
C 2.69 -1.66 1.41
C 3.10 -0.37 1.07
C 4.27 0.11 1.63
C 5.02 -0.66 2.52
C 4.62 -1.94 2.87
C 3.44 -2.43 2.30
H 0.56 -4.10 1.30
H 2.54 0.21 0.35
H 4.62 1.10 1.36
H 5.94 -0.26 2.94
H 5.21 -2.54 3.55
Br 0.88 -6.79 -4.72
C 2.10 -5.52 -4.03
C 3.46 -5.66 -4.27
C 4.34 -4.72 -3.76
C 3.86 -3.64 -3.03
C 2.50 -3.52 -2.78
C 1.61 -4.46 -3.28
C 2.01 -2.33 -1.99
O 2.72 -1.38 -1.78
O 0.75 -2.45 -1.60
H 3.82 -6.50 -4.85
H 5.40 -4.83 -3.95
H 4.53 -2.88 -2.64
H 0.55 -4.36 -3.10
```

Record 6
Here is a molecular structure, C26H22LuN2O3P from the OMol25 dataset. Energies are from ωB97M-V with the def2-TZVPD basis set.

For the energy relative to the best compared isomer or geometry (same formula, charge and spin), the calculation gives 0.000 eV. The value obtained for the HOMO-LUMO gap is 8.1 eV. As for the charge: 0. The value obtained for the HOMO energy is -8.27 eV. The LUMO energy comes out at -0.21 eV.

```
55
C26H22LuN2O3P | the OMol25 dataset | ωB97M-V with the def2-TZVPD basis set
Lu -1.05 1.14 0.80
N -2.98 2.47 0.21
C -2.75 3.84 0.77
C -2.24 3.79 2.21
O -2.48 4.68 3.03
N -1.54 2.65 2.37
C -1.05 2.35 3.70
C -0.62 0.87 3.72
O -0.21 0.41 4.75
O -0.81 0.19 2.61
H -3.76 1.96 0.62
H -3.16 2.55 -0.80
H -1.96 4.34 0.25
H -3.63 4.45 0.69
H -0.19 3.00 3.87
H -1.81 2.58 4.45
C 2.20 -4.64 2.09
C 2.35 -3.46 2.76
C 2.16 -2.28 2.04
C 1.58 -2.37 0.76
C 1.35 -3.60 0.09
C 1.67 -4.72 0.83
P 0.96 -0.80 0.09
C -0.70 -1.36 -0.43
C -1.49 -1.77 0.64
C -2.81 -2.12 0.36
C -3.24 -2.24 -0.98
C -2.39 -1.93 -2.03
C -1.14 -1.45 -1.75
C 1.76 -0.33 -1.42
C 2.81 -1.04 -1.91
C 3.62 -0.50 -2.96
C 3.32 0.75 -3.40
C 2.26 1.56 -2.82
C 1.90 2.81 -3.43
C 0.82 3.47 -2.93
C 0.09 2.92 -1.84
C 0.30 1.70 -1.27
C 1.45 1.02 -1.82
H 2.46 -5.59 2.56
H 2.63 -3.45 3.79
H 2.23 -1.28 2.46
H 0.85 -3.68 -0.88
H 1.56 -5.68 0.34
H -1.14 -1.85 1.68
H -3.52 -2.61 1.07
H -4.21 -2.58 -1.21
H -2.71 -2.17 -3.03
H -0.46 -1.23 -2.54
H 3.06 -2.04 -1.53
H 4.55 -0.97 -3.32
H 3.94 1.10 -4.23
H 2.47 3.22 -4.29
H 0.43 4.37 -3.36
H -0.74 3.56 -1.43
```

| no. | calculated total energy (eV) |
| --- | --- |
| 1 | -87820.304 |
| 2 | -9374.965 |
| 3 | -29752.537 |
| 4 | -58589.378 |
| 5 | -223912.375 |
| 6 | -79352.882 |